1.
Below is a single C18H18Cl3NO4S2 molecule, with properties calculated with ωB97M-V/def2-TZVPD.

```
46
Properties=species:S:1:pos:R:3:forces:R:3
C -4.6809 1.8594 -0.6773 0.4 0.2 -0.2
S -3.5986 2.5856 -1.9393 0.1 -0.1 0.0
C -1.9770 2.2540 -1.1772 -0.6 0.2 -0.1
C -1.6349 3.2772 -0.1044 0.3 -0.2 0.0
C -0.3728 2.8948 0.6874 -0.4 0.1 0.6
N 0.7347 2.6010 -0.1957 0.8 -0.4 0.2
S 2.1080 1.9353 0.5092 0.2 0.2 -0.7
O 3.2308 2.7157 0.0777 0.0 0.0 -0.2
O 1.8987 1.7678 1.9174 -0.1 -0.1 0.0
C 2.2630 0.3352 -0.2829 -0.1 0.5 0.2
C 1.4286 -0.0525 -1.3117 0.0 -0.1 -0.1
C 1.6320 -1.2735 -1.9317 0.1 0.0 0.0
C 2.6793 -2.0810 -1.5119 0.0 0.4 0.1
Cl 2.9368 -3.5957 -2.2856 0.1 -0.3 -0.2
C 3.5232 -1.6888 -0.4827 -0.1 0.1 -0.1
C 3.3082 -0.4680 0.1330 0.1 0.1 0.0
C -0.6679 1.6905 1.5698 -0.5 0.3 0.2
O -1.2001 1.7803 2.6413 -0.1 0.1 0.0
O -0.3440 0.5317 0.9951 -0.1 -0.3 -0.3
C -0.4903 -0.6079 1.8529 -0.2 -0.1 0.5
C -0.1501 -1.8608 1.1040 0.0 0.2 -0.1
C -0.9649 -2.3111 0.0659 0.4 -0.3 0.2
Cl -2.3405 -1.3855 -0.3813 -0.5 0.1 -0.2
C -0.7099 -3.4886 -0.6167 0.0 0.0 0.0
C 0.3827 -4.2550 -0.2543 -0.1 0.1 0.1
C 1.2206 -3.8336 0.7610 0.0 0.0 0.1
C 0.9588 -2.6432 1.4237 -0.3 -0.1 -0.3
Cl 2.0433 -2.1420 2.6640 0.2 0.0 0.3
H -4.5557 2.3803 0.2674 -0.1 0.0 0.1
H -4.4476 0.8039 -0.5685 -0.1 -0.1 0.1
H -5.6984 1.9809 -1.0327 -0.1 0.0 0.0
H -2.0048 1.2433 -0.7747 0.1 0.0 -0.1
H -1.2558 2.2951 -1.9918 0.0 -0.1 0.0
H -2.4552 3.3675 0.6108 0.1 0.1 0.0
H -1.4865 4.2528 -0.5716 0.0 0.0 0.1
H -0.1380 3.7145 1.3841 -0.1 -0.3 -0.1
H 0.9978 3.3866 -0.7730 0.2 0.1 -0.1
H 0.6241 0.5961 -1.6146 -0.1 0.0 -0.1
H 0.9913 -1.5958 -2.7372 -0.1 0.0 -0.1
H 4.3345 -2.3282 -0.1727 0.1 -0.1 0.0
H 3.9451 -0.1258 0.9332 0.1 -0.1 0.1
H -1.5281 -0.6427 2.2105 0.2 0.0 -0.1
H 0.1658 -0.4663 2.7159 -0.2 0.0 -0.2
H -1.3679 -3.8017 -1.4116 -0.1 0.0 -0.1
H 0.5841 -5.1808 -0.7691 0.0 -0.1 0.0
H 2.0783 -4.4209 1.0459 0.1 0.0 0.0
```
Positions in Å, forces in eV/Å.

Summary:
total charge	0
SMILES string	CSCC[C@H](NS(=O)(=O)c1ccc(Cl)cc1)C(=O)OCc1c(Cl)cccc1Cl
Kohn-Sham gap	0.336	Ha
DFT total energy	-3229.402563	Eh
molar mass	482.8	g mol⁻¹

***

2.
Below is 2 unconnected molecules or ions with the total composition C8H14Br at a distorted geometry, with properties calculated with ωB97M-V/def2-TZVPD.

```
23
Properties=species:S:1:pos:R:3:forces:R:3
Br -1.2507 3.9611 1.6932 0.7 -0.8 -0.9
H -0.5000 3.0614 0.7796 -0.7 0.8 0.9
C 0.5109 0.9794 -0.6792 -0.6 -0.1 1.2
C 1.8526 0.6918 -0.4867 -0.4 -1.0 -0.5
C 2.2354 -0.6398 -0.2443 0.0 0.1 -0.3
C 1.2639 -1.8055 -0.2592 0.0 -0.4 0.6
C -0.1566 -1.4411 -0.6962 0.2 0.8 0.2
C -0.5228 -0.0287 -0.1524 -0.1 0.0 -0.4
C -0.5832 -0.1058 1.3977 0.3 0.1 -0.4
C -1.9340 0.3501 -0.5926 0.4 0.0 0.0
H 0.1914 1.9813 -1.0144 0.1 -0.6 0.2
H 2.5334 1.5229 -0.6355 0.4 -0.4 0.1
H 3.2716 -0.9385 -0.0836 -0.1 0.4 0.0
H 1.5907 -2.6548 -0.8833 0.4 0.5 0.0
H 1.2620 -2.2591 0.7637 -0.1 0.4 -0.5
H -0.1958 -1.4021 -1.7931 -0.1 -0.1 0.2
H -0.8885 -2.1769 -0.3222 0.2 0.2 -0.2
H -1.2570 -0.9427 1.6390 0.2 0.3 0.2
H 0.4084 -0.2777 1.8502 -0.5 0.1 -0.1
H -1.0282 0.8265 1.7754 0.3 -0.3 0.2
H -2.5858 -0.4730 -0.2967 -0.3 0.2 -0.1
H -2.2346 1.2790 -0.0890 -0.1 -0.2 -0.2
H -1.9833 0.4924 -1.6705 -0.1 0.0 -0.1
```
Positions in Å, forces in eV/Å.

Summary:
total charge	0
Kohn-Sham gap (spin up / spin down)	0.299 / 0.357	Ha
expectation value of S²	0.78
DFT total energy	-2887.176912	Eh
energy above the lowest of the compared OMol25 structures with the same formula, charge and spin	2.97	kcal/mol
molar mass	190.1	g mol⁻¹
2S+1	2

***

3.
Below is a molecular structure, C49H37Cl3F2N4O4SiTi at a distorted geometry, with properties calculated with ωB97M-V/def2-TZVPD.

```
101
Properties=species:S:1:pos:R:3:forces:R:3
Ti 0.7512 -0.6502 -0.0730 0.2 -0.3 0.4
C 4.7988 6.9459 -4.9480 0.1 0.0 -0.1
O 3.5713 6.7321 -4.2997 -0.3 -0.2 0.2
C 3.3412 5.5149 -3.7065 -0.1 0.0 0.1
C 4.1788 4.4123 -3.7957 0.2 0.3 -0.3
C 3.8414 3.2252 -3.1630 -0.2 -0.1 0.2
C 2.6768 3.1205 -2.4223 0.0 0.0 0.0
C 1.8420 4.2332 -2.3270 0.2 0.1 -0.1
C 2.1616 5.4124 -2.9654 0.1 0.2 -0.1
C 2.2463 1.8800 -1.7290 -0.2 -0.3 0.1
C 1.5415 0.9468 -2.4793 0.5 0.8 0.1
C 1.3931 1.0206 -3.9063 -0.3 -0.2 0.0
C 0.4896 0.0758 -4.2554 0.2 0.3 0.1
C 0.0808 -0.5926 -3.0489 -1.2 -1.1 -0.7
N 0.7993 -0.0942 -1.9904 0.5 0.0 0.2
C -0.8672 -1.6174 -2.9619 1.2 0.8 0.3
C -0.8295 -2.5022 -1.8256 -0.4 -0.6 -0.2
C -1.0795 -3.8856 -1.7832 0.1 0.6 -0.1
C -1.1864 -4.2307 -0.4484 0.3 0.5 0.4
C -0.9636 -3.0546 0.2849 -0.2 -0.8 0.0
C -1.0756 -2.9369 1.7174 1.0 0.4 0.0
C -2.2812 -3.4258 2.3519 -0.5 -0.2 0.3
C -2.5499 -3.2414 3.7209 0.1 0.0 -0.1
C -3.7396 -3.6369 4.2905 -0.4 -0.2 0.1
C -4.7448 -4.2014 3.5154 0.0 0.1 0.1
O -5.9272 -4.5980 4.1280 0.6 -0.1 -0.1
C -7.0580 -3.8474 3.7533 -0.2 0.2 -0.1
C -4.5341 -4.3390 2.1485 -0.4 -0.1 0.4
C -3.3376 -3.9580 1.5855 0.2 0.1 0.0
C -0.0544 -2.2768 2.4201 -0.7 -0.7 0.1
N 0.6949 -1.2588 1.8969 0.3 0.1 0.2
C 1.4454 -0.7617 2.9295 0.1 0.3 0.2
C 2.1422 0.4447 2.9135 0.0 -0.1 -0.5
C 2.4612 1.0527 4.2312 0.0 0.1 0.0
C 3.5932 0.7506 4.9789 0.0 0.1 0.0
C 3.8020 1.3316 6.2147 0.0 0.1 0.3
C 2.8661 2.2150 6.7509 0.1 -0.1 0.0
O 3.1552 2.7238 7.9931 0.2 -0.2 -0.3
C 2.1822 3.5036 8.6406 -0.1 0.1 0.1
C 1.7304 2.5222 6.0111 0.0 0.2 0.4
C 1.5417 1.9474 4.7657 0.1 -0.1 0.0
C 2.3815 1.1951 1.7555 0.0 -0.2 0.8
C 3.1159 2.4160 1.7111 -0.1 0.0 -0.2
C 3.1467 2.8121 0.4068 -0.1 -0.2 0.2
C 2.4275 1.8312 -0.3377 0.1 0.4 -0.6
N 1.9738 0.8516 0.4952 0.1 0.3 0.0
C 1.2801 -1.5886 4.0874 -0.2 -0.1 -0.1
C 0.3585 -2.5321 3.7703 0.1 0.2 0.0
N -0.6597 -2.0276 -0.5554 -0.7 -0.3 -0.1
C -1.9642 -1.7220 -3.9117 -0.4 0.0 -0.4
C -2.3119 -0.6525 -4.7514 0.1 -0.2 0.2
C -3.3454 -0.7353 -5.6626 -0.4 0.0 -0.4
C -4.1073 -1.8943 -5.7670 0.1 -0.1 0.0
O -5.0962 -2.1090 -6.6955 0.2 -0.1 0.4
C -5.2027 -1.1799 -7.7420 0.0 0.2 -0.1
C -3.8732 -2.9146 -4.8488 -0.2 0.1 -0.3
C -2.8453 -2.8182 -3.9403 0.1 0.0 -0.1
H 4.7669 7.9780 -5.3010 0.1 -0.1 0.0
H 4.9359 6.2746 -5.8030 0.0 0.0 0.0
H 5.6422 6.8233 -4.2595 0.0 0.0 0.0
H 5.1016 4.4569 -4.3532 0.1 0.1 -0.1
H 4.4990 2.3735 -3.2485 0.1 -0.1 0.0
H 0.9403 4.1517 -1.7375 -0.1 0.0 0.0
H 1.5091 6.2703 -2.9104 0.0 0.1 0.0
H 1.9123 1.7093 -4.5478 0.1 0.0 0.0
H 0.1864 -0.1957 -5.2484 -0.1 0.0 -0.1
H -1.0733 -4.5668 -2.6112 -0.1 0.0 -0.2
H -1.3609 -5.2074 -0.0348 0.0 -0.1 0.1
H -1.8382 -2.7258 4.3429 0.0 0.0 0.0
H -3.9178 -3.4960 5.3467 0.0 0.0 0.1
H -6.9304 -2.7921 4.0167 0.0 0.0 0.0
H -7.9031 -4.2630 4.3015 0.0 0.0 -0.1
H -7.2564 -3.9047 2.6799 0.0 -0.1 0.0
H -5.3223 -4.7376 1.5255 0.0 -0.1 -0.1
H -3.2265 -4.0405 0.5171 0.0 0.0 0.0
H 4.3179 0.0484 4.5942 0.1 -0.1 -0.1
H 4.6894 1.1072 6.7885 0.0 0.0 0.1
H 2.6101 3.7813 9.6029 0.0 0.0 0.0
H 1.2606 2.9362 8.8122 0.0 0.0 -0.1
H 1.9516 4.4172 8.0828 0.0 0.0 0.0
H 0.9900 3.2116 6.3916 0.0 0.0 0.0
H 0.6532 2.1877 4.1996 -0.1 0.0 -0.1
H 3.5612 2.9004 2.5586 0.1 0.1 0.2
H 3.6181 3.6835 -0.0070 0.1 0.1 -0.1
H 1.8204 -1.4821 5.0088 0.1 0.0 0.1
H 0.0664 -3.3818 4.3580 -0.1 0.0 0.1
H -1.7868 0.2837 -4.6699 0.0 0.1 0.0
H -3.5632 0.1276 -6.2737 0.0 0.0 -0.1
H -5.8838 -1.6141 -8.4736 0.0 0.1 0.1
H -4.2318 -1.0065 -8.2146 0.0 0.0 0.0
H -5.6030 -0.2213 -7.3932 0.0 0.0 0.0
H -4.5118 -3.7866 -4.8583 0.0 -0.1 0.0
H -2.7392 -3.6200 -3.2312 0.0 0.0 0.0
F -1.5852 0.7546 -0.8362 -0.3 0.0 0.1
C -0.9392 0.5191 0.3759 -1.0 0.8 -0.1
F -0.5689 1.7951 0.7954 -0.1 0.0 0.2
H -1.7411 0.2060 1.0714 0.5 -0.2 -0.1
Cl 4.0325 -4.1090 -0.2518 -0.2 0.0 0.4
Si 2.5650 -2.6164 -0.5871 0.7 0.1 -1.0
Cl 3.8912 -0.9291 -1.0348 0.3 -0.5 0.0
Cl 2.0837 -3.1344 -2.6110 0.4 -0.2 0.0
```
Positions in Å, forces in eV/Å.

Summary:
total charge	-1
Kohn-Sham gap (spin up / spin down)	0.170 / 0.187	Ha
expectation value of S²	1.03
DFT total energy	-5128.883034	Eh
molar mass	966.2	g mol⁻¹
2S+1	2

***

4.
Below is a molecular structure, C28H28F3LaN5O5S2SeSi at a distorted geometry, with properties calculated with ωB97M-V/def2-TZVPD.

```
74
Properties=species:S:1:pos:R:3:forces:R:3
La -0.2732 -2.1603 0.1948 1.2 0.7 0.1
O -0.0328 -1.1254 2.3093 -0.5 -0.8 0.4
C 0.6326 -0.1972 1.7154 2.1 2.5 2.2
O 0.6895 -0.1816 0.4403 0.7 1.8 -1.2
C 1.3288 0.8034 2.5353 -0.7 -1.2 -1.1
C 1.0624 0.7296 3.9204 0.1 0.2 0.7
C 1.7485 1.4868 4.8386 -0.4 -0.4 -0.1
C 2.7572 2.3498 4.4049 0.4 0.4 0.1
C 3.0065 2.4771 3.0485 -0.2 -0.1 -0.1
C 2.2971 1.7508 2.0910 0.3 0.6 -0.1
S 2.8129 2.0885 0.4252 0.1 -0.3 -0.1
H 0.2997 0.0311 4.2365 0.0 0.0 0.0
H 1.5171 1.4073 5.8938 0.0 0.0 0.0
H 3.3340 2.9280 5.1167 0.0 0.0 0.0
H 3.7709 3.1637 2.7051 0.0 0.1 0.0
N 2.3390 -1.5142 -2.6130 0.0 -0.1 0.0
C 2.8841 -1.6025 -1.3296 -0.1 -0.3 0.4
C 4.1493 -1.0559 -1.1446 0.3 0.1 0.2
C 4.7625 -1.1540 0.0969 -0.4 -0.2 -0.2
C 4.0965 -1.8527 1.0996 0.2 0.1 0.0
C 2.8690 -2.4049 0.8195 -0.2 -0.1 -0.3
N 2.2340 -2.2787 -0.3726 1.2 0.2 -0.4
C 1.0493 -1.5100 -3.0956 -0.3 0.2 0.2
C 0.9118 -1.4962 -4.4942 0.0 -0.1 -0.2
C -0.3371 -1.3933 -5.0562 0.0 0.1 0.3
C -1.4351 -1.2530 -4.2094 0.0 0.0 -0.2
C -1.2166 -1.2754 -2.8521 -0.1 0.1 0.0
N -0.0103 -1.4373 -2.2768 0.5 0.1 -1.0
H 3.0139 -1.2446 -3.3064 0.0 0.0 0.0
H 4.6466 -0.5610 -1.9703 -0.1 0.1 0.1
H 5.7277 -0.7023 0.2760 0.0 0.0 0.0
H 4.5390 -1.9819 2.0772 -0.1 0.0 0.0
H 2.3685 -3.0278 1.5535 -0.1 0.2 0.0
H 1.7949 -1.5770 -5.1152 0.0 0.0 0.0
H -0.4584 -1.3985 -6.1311 0.0 0.0 0.0
H -2.4336 -1.1230 -4.6001 0.0 0.0 0.1
H -2.0502 -1.1191 -2.1787 0.0 -0.2 0.1
C -0.8785 4.5917 -1.0562 0.1 0.1 0.2
Si 0.6714 4.3779 0.0088 0.0 0.0 -0.1
C 0.1993 4.4849 1.8292 0.1 -0.1 -0.2
C 1.9643 5.6999 -0.4062 -0.2 -0.1 0.0
C 1.3601 2.6962 -0.4996 0.1 0.1 0.5
H -1.2962 5.5987 -0.9870 0.0 0.0 0.0
H -1.6487 3.8889 -0.7300 0.0 0.0 0.0
H -0.6683 4.3861 -2.1081 0.0 0.0 0.0
H -0.1823 5.4802 2.0697 0.0 0.0 0.0
H 1.0494 4.2795 2.4819 0.0 0.0 0.0
H -0.5822 3.7594 2.0654 0.0 0.0 0.0
H 1.6487 6.6989 -0.0980 0.0 0.0 0.0
H 2.1617 5.7297 -1.4802 0.0 0.0 0.0
H 2.9076 5.4751 0.0955 0.0 0.0 0.0
H 1.7252 2.7332 -1.5307 -0.1 0.1 0.0
H 0.5954 1.9281 -0.4455 -0.2 -0.2 -0.1
F -3.3488 -4.7709 0.9499 0.1 -0.1 -0.3
C -2.1353 -4.6564 1.4685 -0.1 0.1 0.3
F -2.0400 -5.5019 2.4905 0.2 -0.1 -0.1
F -2.0241 -3.4031 1.9769 0.1 -0.4 -0.2
S -0.7504 -4.9320 0.2307 -1.1 -2.8 0.7
O 0.3662 -4.3607 0.9734 0.3 -0.7 0.2
O -0.7090 -6.3380 -0.0029 0.0 0.1 -0.1
O -1.1406 -4.0964 -0.9001 -0.4 -1.0 -0.6
Se -2.3229 0.1790 1.4011 -1.1 0.9 0.4
N -2.3425 -1.2035 0.2189 -1.9 0.5 -0.4
C -3.6268 -1.3457 -0.2194 -0.2 0.1 0.1
C -4.0661 -2.3598 -1.0795 0.0 0.1 0.0
C -5.4010 -2.4054 -1.4514 0.0 -0.1 -0.1
C -6.3056 -1.4482 -0.9868 0.0 0.1 0.0
C -5.8978 -0.4346 -0.1416 -0.1 0.0 0.0
C -4.5548 -0.3621 0.2754 0.2 -0.2 0.0
N -4.0641 0.5528 1.1304 0.1 0.1 0.0
H -3.3686 -3.1114 -1.4273 0.0 0.0 0.0
H -5.7471 -3.1974 -2.1045 0.0 0.0 0.0
H -7.3436 -1.5025 -1.2932 0.0 0.0 0.0
H -6.5999 0.3011 0.2294 0.0 0.0 0.0
```
Positions in Å, forces in eV/Å.

Summary:
total charge	-1
Kohn-Sham gap (spin up / spin down)	0.184 / 0.124	Ha
DFT total energy	-5552.460269	Eh
energy above the lowest of the compared OMol25 structures with the same formula, charge and spin	37.83	kcal/mol
molar mass	881.6	g mol⁻¹